(1)
# C65H53NO22S2

A 10-piece molecular cluster, C65H53NO22S2 overall at a distorted geometry (ωB97M-V/def2-TZVPD, the OMol25 dataset).

```
! RIJCOSX wB97M-V def2-TZVPD def2/J DEFGRID3
* xyz 0 1
O -1.5126 2.4808 6.8534
C -2.1676 1.4572 6.2685
O -1.6745 0.4119 5.3344
C -2.7463 -0.5706 4.9958
C -4.1494 0.2409 5.3171
C -4.9270 0.9670 4.0250
C -5.6711 2.3448 4.4832
C -6.0892 3.3759 3.2928
S -4.9694 3.4452 1.8086
C -3.1729 3.8719 2.3023
S -2.6851 4.0582 3.9567
N -2.2115 3.9974 1.1428
C -0.9252 4.6878 1.4850
C 0.1397 3.5227 1.9773
O 0.5282 2.8020 0.7533
C -0.5965 2.1369 0.1004
C -2.0732 2.7563 0.3233
O -3.6200 1.1155 6.3856
H -2.6783 -1.3068 5.9168
H -2.6423 -1.1746 3.9991
H -4.8319 -0.5394 5.8601
H -5.7319 0.1619 3.6759
H -4.1058 1.0764 3.2003
H -6.6809 2.0245 5.0329
H -5.0793 2.9813 5.2971
H -7.1840 3.0621 2.9363
H -6.2181 4.4811 3.7232
H -0.4775 5.1087 0.4614
H -1.0032 5.6086 2.2007
H 1.0483 4.0555 2.4941
H -0.3622 2.7094 2.6874
H -0.4187 2.0337 -1.0741
H -0.6106 1.0142 0.5003
H -2.5340 2.9882 -0.7509
H -2.7647 1.8920 0.7682
O 2.5506 2.7571 -2.6022
C 3.2095 1.8269 -2.1582
C 4.1794 1.1021 -3.0028
C 4.8973 0.0846 -2.5174
C 4.7527 -0.3573 -1.1161
O 5.4117 -1.2875 -0.6722
C 3.7829 0.3675 -0.2716
C 3.0650 1.3850 -0.7569
H 4.2744 1.4387 -4.0282
H 5.6124 -0.4581 -3.1235
H 3.6878 0.0309 0.7538
H 2.3499 1.9277 -0.1508
O -3.0279 4.9480 11.0943
C -3.6730 5.0196 10.0574
C -4.3492 6.2701 9.6595
C -5.0555 6.3467 8.5275
C -5.1887 5.1854 7.6256
O -5.8338 5.2570 6.5887
C -4.5125 3.9349 8.0235
C -3.8062 3.8583 9.1555
H -4.2414 7.1133 10.3313
H -5.5582 7.2560 8.2213
H -4.6203 3.0917 7.3518
H -3.3035 2.9490 9.4617
O 5.2461 -7.5361 -2.2263
C 5.3710 -6.3680 -2.5673
C 5.1729 -5.9530 -3.9701
C 5.3117 -4.6768 -4.3421
C 5.6673 -3.6272 -3.3666
O 5.7921 -2.4590 -3.7076
C 5.8653 -4.0421 -1.9638
C 5.7265 -5.3183 -1.5918
H 4.9117 -6.7345 -4.6736
H 5.1707 -4.3558 -5.3669
H 6.1265 -3.2606 -1.2604
H 5.8675 -5.6394 -0.5670
O 0.2250 -3.7400 1.2959
C 0.6150 -4.0838 0.1886
C 0.2624 -5.4024 -0.3736
C 0.6907 -5.7779 -1.5827
C 1.5333 -4.8903 -2.4085
O 1.9232 -5.2340 -3.5159
C 1.8859 -3.5717 -1.8463
C 1.4576 -3.1961 -0.6373
H -0.3569 -6.0418 0.2440
H 0.4418 -6.7418 -2.0095
H 2.5052 -2.9323 -2.4640
H 1.7065 -2.2322 -0.2104
O 5.7667 5.0656 -2.1359
C 5.6879 5.3416 -3.3250
C 6.8319 5.9227 -4.0550
C 6.7442 6.2259 -5.3537
C 5.5007 5.9915 -6.1145
O 5.4220 6.2675 -7.3037
C 4.3568 5.4104 -5.3845
C 4.4445 5.1072 -4.0858
H 7.7372 6.0879 -3.4832
H 7.5735 6.6533 -5.9039
H 3.4515 5.2452 -5.9563
H 3.6151 4.6798 -3.5356
O -8.5915 4.2592 3.6487
C -9.2172 5.2642 3.9567
C -8.9695 5.9605 5.2346
C -9.6552 7.0572 5.5712
C -10.6883 7.6205 4.6794
O -11.3140 8.6256 4.9873
C -10.9360 6.9243 3.4014
C -10.2503 5.8275 3.0649
H -8.2081 5.5354 5.8776
H -9.4864 7.5796 6.5049
H -11.6974 7.3494 2.7585
H -10.4190 5.3052 2.1311
O 1.4865 5.2780 -5.5092
C 0.8374 5.9422 -4.7130
C 0.3748 5.3691 -3.4337
C -0.3362 6.0950 -2.5654
C -0.6881 7.5009 -2.8471
O -1.3372 8.1651 -2.0509
C -0.2254 8.0740 -4.1264
C 0.4856 7.3481 -4.9947
H 0.6416 4.3368 -3.2413
H -0.6840 5.6897 -1.6230
H -0.4922 9.1063 -4.3188
H 0.8333 7.7533 -5.9372
O 1.6709 -11.1093 -0.2409
C 2.7433 -11.4895 -0.6904
C 3.6693 -10.5546 -1.3595
C 4.8397 -10.9714 -1.8522
C 5.2577 -12.3836 -1.7472
O 6.3300 -12.7638 -2.1967
C 4.3316 -13.3184 -1.0781
C 3.1612 -12.9016 -0.5854
H 3.3487 -9.5220 -1.4279
H 5.5302 -10.2990 -2.3465
H 4.6522 -14.3511 -1.0097
H 2.4708 -13.5740 -0.0911
O 3.9798 -7.6476 -7.0632
C 3.3165 -8.6621 -6.8979
C 2.8984 -9.0941 -5.5497
C 2.1756 -10.2038 -5.3700
C 1.7628 -11.0443 -6.5114
O 1.0995 -12.0589 -6.3462
C 2.1809 -10.6124 -7.8597
C 2.9037 -9.5027 -8.0394
H 3.2084 -8.4665 -4.7227
H 1.8613 -10.5352 -4.3878
H 1.8709 -11.2400 -8.6866
H 3.2180 -9.1713 -9.0216
*
```

Calculated values
SMILES: O=C1OC[C@H](CCCSC(=S)N2CCOCC2)O1.O=C1C=CC(=O)C=C1.O=C1C=CC(=O)C=C1.O=C1C=CC(=O)C=C1.O=C1C=CC(=O)C=C1.O=C1C=CC(=O)C=C1.O=C1C=CC(=O)C=C1.O=C1C=CC(=O)C=C1.O=C1C=CC(=O)C=C1.O=C1C=CC(=O)C=C1

(2)
# C5H38O15

A 15-piece molecular cluster, C5H38O15 overall at a distorted geometry (ωB97M-V/def2-TZVPD, the OMol25 dataset).

```
! RIJCOSX wB97M-V def2-TZVPD def2/J DEFGRID3
* xyz 0 1
C 1.9525 -1.5053 -1.0251
C 1.1863 -0.5802 -1.9289
C -1.6728 0.9918 0.3202
O -1.6679 2.4037 0.4875
C -0.3826 0.6412 -0.3167
C -0.1263 -0.1563 -1.3433
H 2.4792 -1.0461 -0.1549
H 2.7366 -1.9374 -1.5753
H 1.1707 -2.2743 -0.7852
H 1.1285 -0.9673 -2.9164
H 1.8076 0.3346 -2.0979
H -1.8281 0.5471 1.3557
H -2.4889 0.7347 -0.3315
H -2.0492 2.9472 -0.2207
H 0.5033 1.0759 0.1762
H -1.0355 -0.7614 -1.7622
H -2.9854 -1.7679 -0.1715
H -4.2356 -1.6547 -1.1357
O -3.3344 -1.9315 -1.0441
H 3.2244 2.8388 1.5408
H 1.9519 2.0206 1.1165
O 2.8576 1.9295 1.4794
H 3.7994 1.3250 0.1134
H 4.0055 0.6384 -1.1686
O 4.5142 0.9877 -0.4497
H -1.5747 -3.6265 0.4035
H -0.9522 -4.5491 1.3398
O -1.3079 -4.5099 0.4673
H -1.3611 3.0892 3.0306
H -0.6204 2.8172 1.9004
O -0.6230 2.4852 2.8506
H -0.4966 -1.9453 2.1126
H -1.0407 -1.5149 0.7037
O -0.9456 -2.1677 1.3345
H 1.5137 0.0644 2.2571
H 2.2498 0.4804 3.4190
O 1.8300 -0.2921 3.1155
H 0.2269 2.9665 -3.1853
H 1.5897 3.5506 -3.0484
O 0.7243 3.5295 -2.6080
H 1.1432 3.6639 -0.9635
H 0.2497 3.4805 0.2743
O 1.1132 3.8149 0.0552
H -2.9330 -1.3869 -3.4333
H -1.4278 -1.7894 -3.4441
O -2.0263 -0.9993 -3.6586
H 0.1283 -4.0534 -2.1962
H -0.7475 -3.4380 -1.1549
O -0.2809 -3.2061 -1.9448
H 1.0732 -1.9828 4.1284
H -0.3233 -2.4791 4.2539
O 0.4946 -2.7837 3.8356
H -1.2861 0.7339 2.9866
H -0.1401 -0.0245 3.8355
O -0.9036 -0.1582 3.2546
H -0.9686 0.6569 -3.4729
H -2.1792 1.6124 -3.7879
O -1.2186 1.5504 -3.6551
*
```

(3)
# C2HClFN3

A 2-piece molecular cluster, C2HClFN3 overall at a distorted geometry (ωB97M-V/def2-TZVPD, the OMol25 dataset).

```
! RIJCOSX wB97M-V def2-TZVPD def2/J DEFGRID3
* xyz 0 1
F -0.8197 1.3527 -2.0898
C -0.6515 0.4113 -1.2143
N -1.5860 0.3427 -0.1356
N -0.4388 0.7189 0.1259
H -0.3422 -0.5794 -1.7263
N 0.6706 -1.3397 0.7197
C 1.1862 -0.8838 1.6404
Cl 1.9815 -0.0228 2.6801
*
```

Calculated values
SMILES: FC1N=N1.N#CCl

(4)
# CH4Cl2S

One molecule with the formula CH4Cl2S at a distorted geometry (ωB97M-V/def2-TZVPD, the OMol25 dataset).

```
! RIJCOSX wB97M-V def2-TZVPD def2/J DEFGRID3
* xyz 0 1
C 0.1873 -0.5492 0.8848
H -0.9702 0.5724 -1.7448
H 0.9171 0.9982 -1.5713
H 0.5562 -0.8358 1.8663
H 0.9828 -0.1123 0.2855
S -0.2041 1.2624 -0.8863
Cl -1.0767 0.6677 1.1027
Cl -0.3923 -2.0033 0.0630
*
```

Per-record energy relative to the best compared isomer or geometry (same formula, charge and spin), kJ/mol: 603.5 350.9 212.5 270.1
Per-record energy, Eh: -5014.5337 -1341.8090 -801.0081 -1358.9504
Per-record HOMO-LUMO gap, eV: 6.56 9.82 10.69 8.88